DFT (the ωB97M-V functional and the def2-TZVPD basis) results for C4H4N2O as an isolated structure.

The spin multiplicity is 1. The calculation puts the gap between HOMO and LUMO at 10.2 eV. For the energy above the lowest of the compared OMol25 structures with the same formula, charge and spin, the calculation gives 109.11 kcal per mole. As for the charge: 0.

```
11
Properties=species:S:1:pos:R:3:nbo_charge:R:1
C 1.948 0.048 -0.168 0.21
C -0.568 0.443 0.180 0.27
C -1.042 -0.935 0.528 -0.14
C 0.603 -0.351 -0.424 0.02
N 2.884 0.648 0.131 -0.27
N -0.952 1.621 0.228 -0.56
O 0.002 -1.566 -0.203 -0.48
H -1.251 -1.185 1.733 0.22
H -2.056 -1.097 0.064 0.21
H 0.613 0.131 -1.923 0.15
H -0.182 2.243 -0.146 0.36
```